No. 1
A molecular structure, C45H57N2O4P2S3SiTl, computed with ωB97M-V/def2-TZVPD.

Each line ends with the Löwdin charge.
CARTESIAN COORDINATES (ANGSTROEM)
Tl 0.961 0.175 1.029  0.64
S -1.306 -1.267 -2.574  0.76
S -1.032 -1.898 1.766  0.23
S -0.867 2.001 -0.370  0.25
P -2.417 0.877 -0.937  0.48
P -2.307 -1.987 0.221  0.49
Si 0.815 -1.054 -2.933  0.02
O 1.648 0.047 -2.066  -0.20
O 3.242 1.973 2.131  -0.04
O 0.821 -0.587 -4.486  -0.16
O 1.447 -2.552 -2.888  -0.13
N 2.337 3.463 3.574  0.07
N -0.272 1.739 3.231  0.07
C -5.604 -1.687 2.670  -0.08
C 3.522 -3.543 -2.256  -0.02
C 1.118 3.692 2.814  -0.12
C -0.268 -0.012 -6.499  -0.02
C -5.117 0.894 -0.201  -0.08
C -3.001 1.457 -2.571  -0.35
C -6.332 -2.585 0.565  -0.08
C 1.351 -4.795 -2.152  -0.01
C -0.395 -2.360 -5.640  -0.05
C -3.825 0.654 -3.356  -0.13
C -2.319 -6.360 -1.266  -0.09
C -2.652 2.722 -3.023  -0.10
C -1.312 1.144 3.810  -0.14
C -2.626 -4.023 -1.757  -0.13
C 0.480 -1.119 -5.771  -0.63
C -4.305 -1.601 2.185  -0.10
C -2.003 3.152 4.883  -0.07
C -2.657 -5.353 -2.156  -0.08
C -1.926 -4.708 0.434  -0.11
C -3.943 2.380 -5.024  -0.09
C -1.959 -6.034 0.034  -0.08
C -2.248 -3.687 -0.460  -0.35
C -5.998 2.017 1.732  -0.08
C -4.716 2.392 2.096  -0.08
C 3.247 1.626 -1.264  -0.06
C 1.808 -2.949 -0.526  -0.05
C -6.616 -2.187 1.866  -0.09
C -5.042 -2.476 0.076  -0.09
C -3.122 3.183 -4.247  -0.08
C 2.035 -3.449 -1.946  -0.63
C 2.601 1.050 -2.514  -0.61
C 3.273 2.545 3.206  -0.53
C -2.221 -0.859 -1.102  -0.92
C -0.082 3.042 3.458  -0.27
C 1.843 2.138 -3.266  -0.02
C 4.375 2.322 4.214  0.00
C 3.672 0.410 -3.389  -0.01
C -3.824 1.270 0.160  -0.32
C -4.017 -1.989 0.885  -0.33
C -4.294 1.113 -4.575  -0.08
C -6.197 1.265 0.580  -0.08
C -0.930 3.783 4.270  -0.02
C -2.196 1.804 4.651  -0.06
C 1.785 -1.467 -6.476  -0.02
C -3.632 2.025 1.309  -0.11
H -7.117 -2.979 -0.067  0.10
H 3.251 0.028 -4.315  0.07
H -0.755 4.843 4.409  0.11
H 2.329 -2.220 -5.902  0.09
H 3.994 -4.295 -1.622  0.09
H 0.289 -4.719 -1.913  0.07
H -7.625 -2.267 2.249  0.10
H 0.741 -2.859 -0.312  0.04
H -2.941 -5.596 -3.172  0.10
H 1.589 -1.860 -7.475  0.09
H 0.101 -3.117 -5.030  0.08
H 3.963 1.926 5.143  0.09
H -1.701 -6.814 0.740  0.10
H -4.927 0.478 -5.182  0.10
H 1.279 3.286 1.817  0.10
H 1.799 -5.557 -1.512  0.09
H -2.840 4.169 -4.593  0.10
H 4.158 -0.412 -2.859  0.08
H 3.672 -3.820 -3.300  0.09
H -1.183 0.238 -5.958  0.08
H -1.631 -4.456 1.444  0.06
H 3.658 0.833 -0.637  0.08
H 1.451 -5.108 -3.193  0.09
H 1.382 1.731 -4.165  0.07
H -5.822 -1.372 3.683  0.10
H -2.340 -7.396 -1.582  0.10
H -3.024 1.265 5.092  0.11
H -2.630 2.341 1.567  0.05
H 2.414 -0.581 -6.572  0.08
H -4.302 2.736 -5.981  0.10
H -1.443 0.093 3.575  0.04
H -7.196 0.966 0.292  0.11
H -2.677 3.710 5.520  0.11
H 0.352 0.883 -6.563  0.09
H -0.580 -2.780 -6.631  0.09
H 4.432 1.154 -3.632  0.09
H -3.503 -1.245 2.819  0.06
H 4.013 -2.585 -2.076  0.07
H 1.057 2.550 -2.632  0.06
H 2.528 2.939 -3.551  0.09
H -1.996 3.338 -2.422  0.06
H -0.531 -0.328 -7.511  0.09
H -1.352 -2.114 -5.181  0.05
H -4.821 -2.784 -0.939  0.10
H 4.886 3.259 4.439  0.08
H 2.237 -3.649 0.193  0.10
H -6.845 2.311 2.339  0.10
H 2.529 2.196 -0.674  0.06
H 4.058 2.300 -1.543  0.09
H -4.073 -0.345 -3.017  0.09
H -2.894 -3.252 -2.463  0.06
H 0.949 4.767 2.724  0.12
H -4.554 2.984 2.989  0.09
H 2.286 -1.977 -0.385  0.04
H 5.085 1.611 3.804  0.08
H -5.280 0.309 -1.096  0.10
H 2.384 3.835 4.508  0.14

Results
Relative energy (zero: lowest compared OMol25 entry of this formula, charge and spin)   0.00 kcal/mol
Net charge   0
2S+1   1
Energy   -122423.812 eV
F_max   0.57 eV/A
Lowest unoccupied orbital energy   0.37 eV

---

No. 2
A molecular structure, C45H58BGeN6ORe at a distorted geometry, computed with ωB97M-V/def2-TZVPD.

Each line ends with the Löwdin charge.
CARTESIAN COORDINATES (ANGSTROEM)
Re -0.463 -0.645 0.069  1.58
Ge 1.802 2.312 1.370  1.02
O 0.615 -1.066 2.314  0.00
N 0.388 -2.443 -0.446  -0.04
N -0.481 0.360 -1.782  -0.05
N -1.720 -1.959 -2.181  0.06
N 0.722 -2.516 -1.780  0.05
N 0.030 -0.328 -2.842  0.04
N -2.064 -1.481 -0.924  -0.07
C 0.118 0.480 -3.911  -0.23
C -2.156 1.882 -0.202  -0.06
C 4.053 3.618 0.134  -0.11
C -2.806 -2.496 -2.738  -0.22
C 0.322 -5.643 1.264  -0.04
C 4.116 1.764 3.057  -0.11
C 0.851 0.590 0.740  -0.18
C -0.797 3.851 -1.107  -0.01
C 4.747 1.458 4.257  -0.06
C -3.386 -1.766 -0.710  -0.19
C -3.303 -1.051 1.747  -0.05
C 2.072 -3.900 -3.330  0.02
C 0.452 3.606 1.801  -0.32
C 2.991 2.731 -0.078  -0.28
C 3.653 2.528 -2.395  -0.07
C -0.335 1.727 -3.531  0.06
C 2.605 1.295 5.346  -0.06
C -5.290 -0.534 0.301  -0.02
C -0.759 1.607 -2.207  -0.20
C 2.845 -0.948 1.376  0.02
C 0.953 -3.531 0.176  -0.18
C -1.332 5.605 2.568  -0.06
C 0.532 -4.134 1.514  -0.51
C -4.157 -1.538 0.576  -0.53
C -3.873 -2.374 -1.851  0.06
C -2.789 -3.111 -4.098  0.01
C 3.992 1.219 5.398  -0.06
C 2.804 2.184 -1.350  -0.11
C 4.697 3.420 -2.178  -0.06
C 1.549 -3.540 -1.979  -0.22
C -0.130 5.943 1.957  -0.05
C -2.798 2.977 -2.307  -0.02
C 1.614 -3.998 2.597  -0.02
C -0.752 3.275 2.425  -0.13
C 4.898 3.962 -0.916  -0.06
C 1.425 -0.528 1.554  -0.59
C 0.595 -0.002 -5.242  0.01
C -1.596 2.588 -1.431  -0.51
C 1.972 1.615 4.150  -0.09
C 0.760 4.947 1.573  -0.10
C -0.819 -3.565 1.957  -0.06
C -1.643 4.272 2.807  -0.07
C -4.768 -2.888 0.985  -0.02
C 1.747 -4.176 -0.757  0.06
C 2.723 1.848 2.993  -0.29
B -0.252 -1.830 -2.768  -0.47
H 1.272 -4.254 -3.981  0.09
H -0.316 -5.828 0.398  0.10
H 0.751 0.845 -5.908  0.10
H 3.336 -0.940 2.350  0.11
H -5.489 -3.238 0.243  0.09
H -2.607 -1.822 2.095  0.06
H -0.156 -6.081 2.142  0.10
H 2.319 -5.078 -0.601  0.14
H 2.537 -3.039 -3.811  0.10
H -2.025 6.382 2.866  0.11
H -5.294 -2.775 1.936  0.10
H -1.354 1.504 0.464  0.03
H 2.865 -1.969 0.987  0.09
H 2.581 -4.350 2.228  0.10
H -2.575 4.011 3.295  0.11
H 1.718 -2.979 2.956  0.06
H -4.000 -3.655 1.106  0.09
H 3.500 2.101 -3.381  0.11
H 0.889 1.697 4.134  0.10
H 4.221 4.057 1.111  0.11
H -0.417 4.309 -2.024  0.10
H -4.905 0.470 0.104  0.08
H 5.715 4.654 -0.747  0.12
H 4.719 1.928 2.171  0.10
H -2.113 -3.965 -4.137  0.10
H -0.754 -2.524 2.270  0.03
H -5.892 -0.840 -0.556  0.09
H -0.425 2.600 -4.161  0.14
H -0.135 -0.666 -5.709  0.09
H -2.486 3.620 -3.134  0.09
H -3.296 2.096 -2.723  0.10
H 2.005 1.476 -1.530  0.07
H 5.828 1.406 4.302  0.11
H -2.460 -2.393 -4.850  0.09
H -3.524 3.534 -1.707  0.10
H 1.688 5.225 1.082  0.11
H -1.003 2.238 2.632  0.10
H -1.184 -4.124 2.822  0.11
H -4.875 -2.739 -2.018  0.13
H -1.435 4.580 -0.598  0.11
H 1.341 -4.625 3.449  0.10
H -2.809 1.071 -0.525  0.06
H 0.115 6.983 1.780  0.12
H -2.764 -0.132 1.530  0.05
H -2.740 2.556 0.427  0.11
H -0.201 -2.343 -3.849  0.12
H 2.018 1.118 6.240  0.11
H -5.946 -0.480 1.173  0.10
H -1.563 -3.668 1.160  0.08
H 3.374 -0.288 0.690  0.10
H 1.269 -6.164 1.114  0.09
H -3.948 -0.805 2.593  0.11
H -3.788 -3.450 -4.358  0.10
H 0.050 3.646 -0.463  0.04
H 2.813 -4.689 -3.239  0.10
H 1.534 -0.547 -5.150  0.09
H 5.359 3.690 -2.992  0.12
H 4.486 0.983 6.332  0.11

Results
Relative energy (zero: lowest compared OMol25 entry of this formula, charge and spin)   12.53 kcal/mol
Net charge   +2
2S+1   1
Energy   -117903.775 eV
F_max   1.27 eV/A
Lowest unoccupied orbital energy (spin up / spin down)   -7.58 / -7.58 eV

---

No. 3
A molecular structure, C45H58BI2N10O2PbS3, computed with ωB97M-V/def2-TZVPD.

Each line ends with the Löwdin charge.
CARTESIAN COORDINATES (ANGSTROEM)
Pb 1.006 2.002 -1.134  1.17
I 8.127 4.201 -3.810  0.86
I 3.684 0.401 -5.110  0.93
S -0.513 3.057 1.568  0.64
S -2.287 2.066 -1.701  0.64
S 2.028 0.112 0.825  0.70
O 2.929 1.221 -2.150  -0.36
O -2.404 -0.167 -6.338  -0.11
N 0.007 -0.400 3.404  0.17
N -0.275 -1.262 0.791  0.05
N -2.578 -0.210 1.490  0.22
N -1.077 -2.336 0.617  0.19
N -0.823 -1.305 -4.319  -0.07
N 1.741 3.865 -2.937  0.02
N 0.266 -0.326 -2.323  0.15
N -2.102 0.564 0.491  0.14
N 2.836 3.646 -0.286  -0.14
N -0.361 0.598 2.571  0.00
C 2.727 4.674 -2.545  -0.28
C -2.941 -4.151 -0.294  -0.04
C 2.929 -2.255 -0.858  -0.05
C 4.025 1.838 -2.475  -0.47
C -2.907 -0.245 -5.016  -0.18
C 1.552 -2.329 -0.284  -0.25
C -5.261 1.838 -0.983  -0.06
C 3.393 5.057 -4.804  -0.03
C 5.769 2.332 -4.141  -0.23
C 1.189 -1.305 5.280  -0.54
C 1.032 1.240 4.748  0.07
C -1.002 0.037 -6.351  -0.18
C -4.302 1.116 -0.099  -0.22
C -4.886 -0.180 4.014  -0.02
C 0.746 -3.405 -0.447  0.07
C 0.709 -0.114 4.454  -0.20
C -0.222 -0.752 -3.282  -0.24
C -0.278 -1.109 -5.671  -0.10
C -1.436 -5.311 1.341  -0.03
C 2.181 -2.094 4.413  -0.03
C -4.274 -1.150 2.991  -0.53
C 2.854 4.902 -1.054  -0.13
C 4.709 2.709 -1.591  -0.17
C -3.827 -0.334 1.801  -0.12
C 4.612 1.684 -3.751  -0.63
C 0.631 2.248 3.936  -0.24
C 5.878 3.351 -1.976  -0.13
C -0.085 1.913 2.730  -0.67
C -2.870 1.225 -0.397  -0.70
C -5.336 -2.158 2.530  -0.02
C -4.729 0.379 0.956  0.08
C 6.403 3.181 -3.243  -0.76
C 3.570 5.297 -3.454  -0.01
C 0.965 3.675 4.233  -0.06
C -0.001 -2.202 5.634  -0.04
C -1.070 -5.584 -1.117  -0.05
C -2.291 -1.422 -4.284  -0.10
C 1.031 -1.205 0.448  -0.62
C -1.505 -4.607 -0.022  -0.54
C 4.152 2.971 -0.222  -0.15
C 2.374 4.208 -5.211  -0.05
C 1.884 -0.853 6.564  -0.06
C -3.090 -1.876 3.620  -0.04
C -0.584 -3.396 0.048  -0.20
C 1.576 3.636 -4.240  -0.14
B -1.031 -0.072 1.385  -0.66
H -2.620 -1.464 -3.246  0.12
H 0.776 2.954 -4.509  0.10
H -1.024 -5.103 -2.097  0.09
H -0.430 -2.037 -6.224  0.14
H -0.533 -2.512 4.735  0.06
H -5.225 1.421 -1.991  0.09
H 1.680 -2.501 3.533  0.08
H -4.157 0.567 4.333  0.10
H -3.987 -0.361 -5.094  0.13
H 1.177 3.805 5.293  0.09
H -2.553 -2.357 -4.782  0.13
H -0.417 -5.634 1.567  0.09
H 2.209 3.983 -6.255  0.11
H -1.769 -4.645 2.138  0.07
H -4.969 2.884 -1.078  0.08
H -5.582 -2.822 3.359  0.10
H -0.757 0.983 -5.848  0.12
H -4.978 -2.769 1.701  0.07
H -2.578 -2.513 2.895  0.07
H -3.581 -5.020 -0.449  0.09
H 3.102 -3.087 -1.539  0.09
H 3.001 -1.459 4.070  0.09
H 0.788 -0.908 -5.592  0.08
H -5.788 0.321 1.171  0.13
H -2.358 -1.172 4.017  0.07
H 4.864 3.589 0.334  0.12
H -1.794 -6.397 -1.177  0.09
H -5.205 -0.743 4.892  0.10
H 4.014 2.033 0.322  0.09
H -0.098 -6.033 -0.907  0.08
H 1.235 -0.231 7.183  0.09
H -2.077 -6.195 1.339  0.09
H 2.002 5.500 -0.725  0.13
H -2.993 -3.522 -1.186  0.08
H -3.445 -2.496 4.443  0.10
H 4.053 5.513 -5.530  0.12
H -2.689 0.684 -4.471  0.10
H 1.109 -4.262 -0.997  0.12
H -6.276 1.768 -0.598  0.09
H -5.759 0.339 3.615  0.09
H 4.375 5.929 -3.102  0.12
H -3.332 -3.580 0.546  0.05
H 0.356 -3.097 6.147  0.09
H 1.608 1.471 5.634  0.12
H 1.849 3.980 3.669  0.09
H 3.764 5.479 -0.856  0.13
H -0.702 -1.689 6.296  0.09
H 2.510 3.848 0.655  0.09
H 2.603 -2.920 4.989  0.09
H 0.155 4.336 3.933  0.06
H 3.064 -1.307 -1.383  0.06
H -6.258 -1.666 2.218  0.09
H 6.370 4.014 -1.273  0.10
H 2.155 -1.731 7.151  0.09
H 2.804 -0.301 6.359  0.09
H 3.678 -2.283 -0.064  0.09
H 6.172 2.178 -5.132  0.08
H -0.702 0.109 -7.395  0.13

Results
Relative energy (zero: lowest compared OMol25 entry of this formula, charge and spin)   24.12 kcal/mol
Net charge   +1
2S+1   1
Energy   -121231.444 eV
F_max   0.61 eV/A
Lowest unoccupied orbital energy   -2.81 eV

---

No. 4
A molecular structure, C45H58BrMoN2OP2Si2, computed with ωB97M-V/def2-TZVPD.

Each line ends with the Löwdin charge.
CARTESIAN COORDINATES (ANGSTROEM)
Mo -0.105 0.271 -0.055  1.65
Br -2.843 -0.213 -1.463  0.94
P 0.095 0.308 2.601  1.10
P 1.286 2.459 0.822  0.84
Si -2.167 -1.859 1.976  0.47
Si -0.022 3.178 -2.030  0.49
O -0.047 -0.874 -1.423  -0.37
N 0.127 2.090 -0.454  -0.39
N -0.864 -0.573 1.451  -0.51
C 3.664 1.734 -0.265  -0.08
C -0.771 3.772 2.059  -0.11
C -2.396 1.132 5.934  -0.07
C 2.372 -2.148 -1.932  -0.06
C -3.904 -4.800 -4.460  -0.03
C -1.578 -0.743 7.193  -0.05
C -1.131 1.347 5.407  -0.08
C 0.114 -2.648 -3.083  -0.07
C 4.855 1.954 -0.933  -0.03
C 1.236 0.574 5.089  -0.29
C -0.502 5.771 3.360  -0.01
C 3.257 4.125 -0.220  -0.08
C -2.805 -4.044 -5.222  -0.55
C 5.245 3.251 -1.246  -0.01
C 3.077 -0.604 4.004  -0.06
C -0.656 -3.379 -4.006  0.06
C 1.841 1.785 4.760  -0.05
C 1.699 -4.465 -2.507  -0.02
C -1.924 -5.058 -5.949  -0.05
C -0.609 -1.692 -2.385  -0.30
C 4.454 4.333 -0.882  -0.03
C 1.465 2.689 -3.040  -0.14
C -2.626 0.095 6.826  -0.05
C -2.690 -2.231 -3.479  -0.04
C 2.855 2.821 0.092  -0.33
C -1.983 -1.489 -2.570  -0.53
C 3.056 1.795 4.085  -0.06
C 1.214 0.796 1.383  -0.59
C -0.094 4.924 -1.397  -0.14
C -2.013 -3.204 -4.226  -0.12
C -0.322 -0.558 6.649  -0.03
C -0.074 0.487 5.754  -0.23
C 1.435 4.719 2.405  -0.07
C -3.444 -3.108 -6.259  -0.03
C -2.133 -3.170 0.654  -0.15
C 0.871 5.735 3.159  -0.02
C 2.268 -2.807 -4.316  -0.02
C 1.866 -0.622 4.687  -0.08
C 1.597 -2.997 -2.948  -0.53
C -3.727 -0.848 2.117  -0.16
C 0.611 3.737 1.844  -0.33
C 3.675 0.608 3.700  -0.07
C -1.321 4.785 2.822  -0.04
C -1.617 2.704 -2.852  -0.20
C -1.474 -2.397 3.614  -0.16
H 2.508 4.675 2.281  0.11
H -1.139 -4.576 -6.533  0.09
H -0.938 6.574 3.938  0.13
H -1.014 5.088 -0.832  0.05
H -3.481 -5.446 -3.690  0.10
H -3.750 -2.069 -3.613  0.12
H -4.619 -4.124 -3.990  0.08
H 1.301 -5.145 -3.258  0.09
H 3.319 -3.086 -4.248  0.10
H 6.177 3.419 -1.768  0.13
H 4.771 5.340 -1.112  0.13
H -3.777 -0.033 1.394  0.00
H -3.204 1.804 5.675  0.11
H -0.966 2.197 4.752  0.09
H -4.599 -1.482 1.950  0.06
H -2.389 4.816 2.991  0.12
H 2.366 -1.084 -2.188  0.07
H 2.377 3.210 -2.755  0.03
H 1.409 -1.570 4.942  0.11
H -0.129 5.581 -2.271  0.06
H -1.957 -3.326 3.924  0.06
H -4.135 -2.399 -5.803  0.08
H 2.210 -1.768 -4.643  0.10
H 1.157 -4.636 -1.575  0.09
H 2.651 4.978 0.053  0.10
H -3.130 -3.342 0.250  0.05
H 1.504 6.499 3.590  0.13
H -2.538 -5.627 -6.644  0.10
H -3.609 -0.043 7.254  0.12
H -2.478 2.713 -2.184  0.02
H -1.571 1.744 -3.366  0.02
H -3.810 -0.421 3.117  0.04
H 1.816 -3.427 -5.087  0.09
H -1.426 3.024 1.621  0.10
H -0.403 -2.610 3.561  0.04
H 3.556 -1.534 3.732  0.12
H -1.784 -4.110 1.084  0.05
H 3.384 0.722 0.003  0.09
H 0.744 5.247 -0.787  0.01
H 0.486 -1.212 6.947  0.13
H -1.741 -1.540 7.906  0.12
H -1.467 -5.772 -5.263  0.09
H 4.634 0.633 3.202  0.12
H -1.475 -2.938 -0.187  0.01
H 3.552 2.737 3.897  0.11
H -1.799 3.466 -3.615  0.06
H 2.744 -4.729 -2.347  0.10
H 3.412 -2.476 -1.945  0.10
H 1.260 2.919 -4.088  0.06
H 1.654 1.614 -2.979  0.03
H 2.008 -2.287 -0.910  0.08
H -0.143 -4.133 -4.581  0.11
H -1.647 -1.660 4.400  0.02
H -4.460 -5.428 -5.156  0.10
H 5.488 1.118 -1.196  0.12
H 1.394 2.716 5.086  0.13
H -2.687 -2.547 -6.807  0.10
H -4.011 -3.696 -6.979  0.10

Results
Relative energy (zero: lowest compared OMol25 entry of this formula, charge and spin)   45.54 kcal/mol
Net charge   +3
2S+1   1
Energy   -158842.569 eV
F_max   0.91 eV/A
Lowest unoccupied orbital energy   -10.82 eV

---

Among the records above, which one has the highest energy? C45H58BGeN6ORe